Formula: C11H13Cl2F3O9
Source: the Open Molecules 2025 dataset
Level of theory: ωB97M-V with the def2-TZVPD basis set

Output
- spin multiplicity = 1
- calculated total energy (hartree) = -2324.13458
- orbital gap (Eh) = 0.412
- LUMO (eV) = -0.1
- structure (SMILES) = O=C1OC[C@@H](F)O1.O=C1OC[C@@H](F)O1.O=C1OC[C@@H](F)O1.ClCCCl

CARTESIAN COORDINATES (ANGSTROEM)
C -1.59 -2.66 -3.34
C -0.68 -1.49 -2.99
O -0.54 -0.89 -4.26
C -0.57 -1.90 -5.18
O -0.16 -1.84 -6.29
O -1.16 -3.01 -4.64
F 0.55 -1.95 -2.59
H -2.66 -2.41 -3.33
H -1.53 -3.45 -2.58
H -1.10 -0.86 -2.21
C 3.43 1.46 -0.99
C 2.89 0.54 -2.09
O 4.01 -0.22 -2.49
C 5.14 0.34 -1.97
O 6.22 -0.05 -2.22
O 4.85 1.39 -1.19
F 2.50 1.29 -3.17
H 3.06 1.14 -0.02
H 3.18 2.48 -1.26
H 2.02 0.03 -1.68
C -3.04 -1.50 4.16
C -2.35 -1.70 5.52
O -1.34 -0.67 5.53
C -1.59 0.23 4.55
O -0.92 1.19 4.36
O -2.63 -0.17 3.82
F -1.73 -2.89 5.68
H -4.12 -1.46 4.27
H -2.72 -2.15 3.35
H -3.00 -1.51 6.38
Cl -1.02 4.60 1.92
C -0.16 3.51 0.80
C -0.87 2.16 0.89
Cl -0.14 0.87 -0.13
H 0.88 3.53 1.09
H -0.34 3.94 -0.18
H -1.91 2.31 0.59
H -0.88 1.78 1.91

These are the Mulliken partial charges, in e, on atoms 1 to 5: atom 1 (C): -0.477, atom 2 (C): 0.424, atom 3 (O): -0.286, atom 4 (C): 0.569, atom 5 (O): -0.481